{
  "formula": "C15H14BrNO2Pm",
  "method": "ωB97M-V/def2-TZVPD",
  "charge": -1,
  "orbital_gap_ha": [0.1867, 0.1879],
  "e_tot_ha": -3967.54601,
  "multiplicity": 5,
  "s2": 6.01,
  "species": ["C", "C", "C", "C", "C", "Pm", "C", "C", "C", "N", "H", "H", "H", "H", "H", "H", "H", "H", "H", "H", "Br", "C", "C", "C", "C", "C", "C", "C", "O", "O", "H", "H", "H", "H"],
  "positions_angstrom": [[1.49, -1.23, -3.36], [0.11, -1.20, -3.70], [-0.61, -1.97, -2.73], [0.36, -2.50, -1.81], [1.65, -2.03, -2.19], [0.14, 0.04, -1.25], [-0.98, 2.13, -2.30], [0.47, 2.36, -2.52], [1.12, 2.70, -3.71], [1.55, 1.63, -1.97], [-1.70, -2.08, -2.66], [-0.33, -0.67, -4.54], [0.12, -3.07, -0.88], [2.59, -2.25, -1.68], [2.28, -0.74, -3.89], [-1.45, 1.49, -3.03], [2.62, 1.89, -1.97], [-1.49, 2.43, -1.40], [0.78, 2.92, -4.67], [2.22, 2.58, -3.55], [-0.93, 2.38, 2.20], [-0.80, 0.92, 3.42], [-0.78, 1.24, 4.78], [-0.88, 0.21, 5.74], [-0.98, -1.14, 5.32], [-0.91, -1.44, 3.97], [-0.82, -0.44, 3.01], [-0.44, -0.87, 1.64], [-1.12, -1.71, 1.05], [0.35, -0.01, 1.05], [-0.70, 2.31, 5.11], [-0.90, 0.49, 6.81], [-1.08, -1.93, 6.09], [-0.96, -2.45, 3.62]]
}

{
  "formula": "C4H8N2O2",
  "method": "ωB97M-V/def2-TZVPD",
  "relative_energy_ev": 6.4093,
  "orbital_gap_ha": 0.3322,
  "e_tot_ha": -417.02041,
  "multiplicity": 1,
  "species": ["C", "C", "C", "C", "N", "N", "O", "O", "H", "H", "H", "H", "H", "H", "H", "H"],
  "positions_angstrom": [[0.59, -1.63, -0.22], [-0.33, -0.71, 0.01], [1.95, -0.04, 0.66], [-2.56, 0.04, 0.16], [0.86, 0.78, 0.39], [1.03, 1.60, -0.69], [1.89, -1.32, -0.01], [-1.57, -0.66, -0.50], [0.45, -2.71, -0.39], [2.91, 0.41, 0.35], [1.83, -0.41, 1.76], [-2.86, -0.45, 1.12], [-3.45, 0.27, -0.64], [-2.14, 1.13, 0.32], [0.46, 2.52, -0.67], [0.93, 1.19, -1.66]]
}

{
  "formula": "C8H12Cl2",
  "method": "ωB97M-V/def2-TZVPD",
  "relative_energy_ev": 3.3949,
  "orbital_gap_ha": [0.3043, 0.3057],
  "e_tot_ha": -1232.23962,
  "multiplicity": 1,
  "species": ["C", "C", "C", "C", "C", "C", "C", "C", "Cl", "Cl", "H", "H", "H", "H", "H", "H", "H", "H", "H", "H", "H", "H"],
  "positions_angstrom": [[0.35, 0.51, 0.43], [-0.20, -0.60, 0.95], [0.14, 0.49, -1.07], [-0.69, -0.79, -1.27], [0.90, 1.68, 1.10], [-0.26, -1.57, 2.09], [1.52, 0.48, -1.90], [-2.19, -0.89, -1.45], [-0.84, 1.81, -1.82], [0.17, -2.05, -2.07], [1.23, 2.51, 0.40], [1.71, 1.44, 1.69], [0.10, 2.12, 1.77], [-1.36, -1.88, 2.10], [0.18, -1.06, 2.91], [0.29, -2.39, 1.92], [1.67, 1.57, -2.06], [1.57, -0.10, -2.89], [2.16, -0.05, -1.20], [-2.67, -0.82, -0.53], [-2.43, -1.93, -1.93], [-2.50, -0.12, -2.02]]
}

{
  "formula": "C60H41CdClI4N6O4S",
  "method": "ωB97M-V/def2-TZVPD",
  "relative_energy_ev": 0.8723,
  "charge": -2,
  "orbital_gap_ha": 0.1713,
  "e_tot_ha": -5157.63549,
  "multiplicity": 1,
  "species": ["Cd", "I", "C", "C", "C", "C", "C", "C", "C", "C", "C", "C", "C", "C", "C", "C", "C", "C", "I", "C", "C", "C", "N", "C", "C", "C", "C", "C", "C", "I", "C", "C", "C", "C", "C", "C", "N", "C", "C", "C", "C", "C", "N", "C", "C", "C", "C", "I", "C", "C", "C", "C", "N", "H", "H", "H", "H", "H", "H", "H", "H", "H", "H", "H", "H", "H", "H", "H", "H", "H", "H", "H", "H", "H", "H", "H", "H", "N", "C", "N", "O", "H", "H", "H", "H", "S", "C", "C", "C", "C", "C", "C", "H", "H", "H", "H", "H", "C", "C", "C", "C", "Cl", "C", "C", "C", "O", "C", "C", "O", "O", "H", "H", "H", "H", "H", "H", "H", "H"],
  "positions_angstrom": [[0.85, 0.00, 0.37], [-8.50, -2.06, -0.04], [-6.57, -1.31, 0.32], [-5.53, -2.17, 0.60], [-4.26, -1.66, 0.83], [-3.99, -0.28, 0.84], [-5.07, 0.55, 0.48], [-6.34, 0.05, 0.23], [-2.60, 0.16, 1.16], [-2.05, 1.42, 0.82], [-2.74, 2.70, 0.68], [-1.79, 3.65, 0.51], [-0.51, 2.97, 0.51], [0.71, 3.61, 0.26], [0.68, 5.07, -0.04], [-0.03, 5.57, -1.13], [-0.05, 6.93, -1.40], [0.64, 7.80, -0.57], [0.63, 9.86, -0.99], [1.35, 7.33, 0.52], [1.37, 5.96, 0.77], [1.99, 3.00, 0.23], [2.28, 1.75, 0.63], [3.60, 1.54, 0.41], [4.30, 0.38, 0.78], [5.73, 0.26, 0.41], [6.14, -0.81, -0.39], [7.47, -0.96, -0.77], [8.40, -0.04, -0.32], [10.42, -0.25, -0.87], [8.03, 1.02, 0.49], [6.70, 1.16, 0.85], [3.74, -0.71, 1.47], [4.48, -1.81, 2.04], [3.58, -2.57, 2.73], [2.29, -1.93, 2.57], [2.43, -0.83, 1.79], [1.08, -2.38, 3.13], [-0.19, -1.87, 2.87], [-1.40, -2.27, 3.55], [-2.42, -1.61, 2.96], [-1.84, -0.78, 1.92], [-0.51, -0.94, 1.92], [1.16, -3.51, 4.10], [0.45, -4.69, 3.88], [0.51, -5.74, 4.79], [1.30, -5.60, 5.92], [1.38, -7.18, 7.32], [2.03, -4.45, 6.16], [1.95, -3.41, 5.24], [4.18, 2.71, -0.21], [3.18, 3.63, -0.30], [-0.71, 1.65, 0.75], [-5.68, -3.25, 0.60], [-3.45, -2.36, 0.96], [-4.94, 1.60, 0.36], [-7.13, 0.73, -0.04], [-3.78, 2.91, 0.80], [-1.95, 4.71, 0.44], [-0.55, 4.88, -1.78], [-0.60, 7.31, -2.26], [1.89, 8.01, 1.16], [1.92, 5.59, 1.62], [5.39, -1.51, -0.73], [7.77, -1.78, -1.40], [8.77, 1.73, 0.85], [6.40, 1.98, 1.49], [5.54, -1.98, 1.95], [3.77, -3.48, 3.26], [-1.46, -2.93, 4.41], [-3.46, -1.63, 3.24], [-0.13, -4.78, 2.98], [-0.04, -6.65, 4.61], [2.64, -4.36, 7.05], [2.51, -2.50, 5.42], [5.20, 2.82, -0.56], [3.24, 4.62, -0.73], [3.74, -0.75, -3.15], [2.68, -1.29, -2.41], [1.66, -1.81, -3.14], [2.74, -1.41, -1.19], [3.42, -0.15, -3.90], [4.33, -0.21, -2.53], [1.45, -1.41, -4.04], [0.87, -2.13, -2.57], [-0.08, -3.17, -0.64], [-1.53, -4.08, -0.93], [-1.85, -5.23, -0.18], [-2.97, -6.00, -0.46], [-3.83, -5.66, -1.50], [-3.54, -4.52, -2.25], [-2.43, -3.74, -1.96], [-1.18, -5.51, 0.63], [-3.18, -6.88, 0.14], [-4.69, -6.27, -1.73], [-4.20, -4.23, -3.06], [-2.22, -2.85, -2.54], [-4.10, 3.99, -2.73], [-4.04, 2.53, -3.09], [-5.18, 1.80, -3.37], [-5.10, 0.46, -3.69], [-6.57, -0.41, -4.10], [-3.89, -0.20, -3.69], [-2.73, 0.52, -3.42], [-2.79, 1.88, -3.15], [-1.72, 2.69, -2.96], [-0.43, 2.32, -3.44], [0.50, 1.52, -2.49], [1.70, 1.82, -2.59], [-0.05, 0.64, -1.78], [-5.10, 4.38, -2.89], [-3.39, 4.56, -3.33], [-3.82, 4.13, -1.69], [-6.15, 2.30, -3.35], [-3.84, -1.25, -3.90], [-1.77, 0.01, -3.37], [0.09, 3.26, -3.64], [-0.54, 1.77, -4.38]]
}